No. 1
Computed, not measured: a 2-piece molecular cluster, C3H9OS overall at a distorted geometry, with ωB97M-V/def2-TZVPD.

Atoms and positions in Å:
C -2.972 1.017 0.060
S -2.080 2.251 1.034
H -3.505 1.432 -0.801
H -3.737 0.470 0.617
H -2.292 0.284 -0.390
C 1.277 -0.152 0.000
O 2.146 0.422 0.996
C 1.924 -1.382 -0.608
H 1.180 0.601 -0.776
H 0.349 -0.409 0.480
H 1.592 0.599 1.766
H 2.980 -1.239 -0.780
H 1.408 -1.596 -1.553
H 1.731 -2.297 -0.044

LUMO energy in Eh: 0.13415
HOMO in Ha: -0.080
Spin multiplicity: 1
Net charge: -1
Strongest force on any atom in eV Å⁻¹: 1.263
Energy above the lowest of the compared OMol25 structures with the same formula, charge and spin in eV: 1.1765


No. 2
Computed, not measured: an isolated ion of composition C3H8N5 and charge +1 at a distorted geometry, with ωB97M-V/def2-TZVPD.

Atoms and positions in Å:
C 1.541 0.690 -0.077
C -0.567 1.923 0.043
C -1.317 -0.320 0.099
N 0.645 1.706 0.067
N 1.546 -0.600 0.109
N -1.649 0.946 -0.056
N -2.248 -1.291 -0.012
N 2.683 -1.328 0.030
H 2.497 1.244 -0.311
H -1.004 2.950 0.000
H -0.276 -0.484 0.473
H -2.636 1.307 0.018
H -3.132 -1.064 -0.321
H -2.088 -2.239 0.331
H 3.360 -1.181 -0.764
H 2.645 -2.259 0.371

LUMO energy in Eh: -0.15798
HOMO in Ha: -0.457
Spin multiplicity: 1
Net charge: +1
Strongest force on any atom in eV Å⁻¹: 4.093
Energy above the lowest of the compared OMol25 structures with the same formula, charge and spin in eV: 2.1656


No. 3
Computed, not measured: a 3-piece molecular cluster, C17H35N2O9 overall, with ωB97M-V/def2-TZVPD.

Atoms and positions in Å:
O 3.808 0.935 0.383
C 2.890 1.001 -0.371
O 2.720 0.139 -1.423
C 1.731 1.955 -0.181
C 0.839 1.448 0.974
C -0.283 0.504 0.492
C -1.706 1.037 0.705
C -2.588 1.089 -0.529
N -2.808 -0.232 -1.100
C -2.998 -1.329 -0.135
C -1.778 -2.290 -0.145
C -1.373 -2.958 1.171
C 0.054 -3.526 1.105
O 0.651 -3.625 2.386
C -3.412 -0.802 1.234
N -2.460 0.248 1.773
H 3.500 0.152 -1.995
H 2.139 2.934 0.066
H 1.170 2.032 -1.111
H 0.431 2.304 1.512
H 1.483 0.893 1.656
H -0.187 -0.448 1.020
H -0.158 0.254 -0.562
H -1.638 2.053 1.093
H -3.528 1.594 -0.254
H -2.104 1.742 -1.258
H -3.573 -0.202 -1.758
H -3.857 -1.909 -0.476
H -2.034 -3.082 -0.851
H -0.935 -1.775 -0.600
H -2.055 -3.785 1.375
H -1.389 -2.272 2.027
H 0.038 -4.538 0.702
H 0.671 -2.895 0.455
H 1.032 -2.776 2.624
H -4.395 -0.336 1.188
H -3.466 -1.606 1.963
H -1.802 -0.165 2.434
H -3.012 0.916 2.311
C 5.430 1.980 6.783
O 5.433 2.885 5.672
C 4.608 2.555 4.686
O 3.878 1.594 4.662
O 4.713 3.471 3.722
C 3.900 3.193 2.580
H 6.146 2.385 7.491
H 4.441 1.934 7.234
H 5.736 0.986 6.466
H 2.850 3.146 2.876
H 4.193 2.262 2.103
H 4.050 4.022 1.894
C -1.113 -1.125 -4.070
O -1.284 -0.440 -5.310
C -2.090 -1.076 -6.170
O -2.660 -2.112 -5.947
O -2.152 -0.366 -7.288
C -2.982 -0.936 -8.311
H -0.457 -0.500 -3.470
H -2.067 -1.250 -3.564
H -0.651 -2.099 -4.226
H -4.009 -1.026 -7.962
H -2.606 -1.914 -8.603
H -2.928 -0.248 -9.148

LUMO energy in Eh: -0.11767
HOMO in Ha: -0.464
Spin multiplicity: 1
Net charge: +1
Strongest force on any atom in eV Å⁻¹: 0.790


Look up the LUMO energy of the first one.
0.13415 Eh